Entry 1:
Molecular formula: C55H53N7O4P2Y
Method: DFT, wB97M-V/def2-TZVPD

CARTESIAN COORDINATES (ANGSTROEM)
Y (12.33, 9.94, 12.76)
O (9.26, 11.79, 14.26)
C (9.53, 10.82, 13.48)
N (10.15, 10.93, 12.31)
C (9.57, 10.54, 11.13)
C (8.49, 11.22, 10.55)
C (7.86, 10.84, 9.39)
C (8.47, 9.96, 8.56)
C (9.69, 9.37, 8.95)
C (10.22, 9.64, 10.25)
N (11.34, 9.01, 10.74)
C (11.81, 7.86, 10.26)
O (11.36, 7.07, 9.42)
C (13.07, 7.37, 10.89)
C (13.64, 6.13, 10.50)
C (14.87, 5.75, 10.94)
C (15.46, 6.48, 11.94)
C (14.92, 7.72, 12.27)
N (13.70, 8.16, 11.82)
C (9.21, 9.47, 13.98)
C (8.11, 9.13, 14.81)
C (8.13, 7.90, 15.47)
C (9.11, 6.99, 15.17)
C (10.18, 7.38, 14.33)
N (10.23, 8.63, 13.76)
H (8.07, 12.00, 11.15)
H (6.82, 11.08, 9.19)
H (7.96, 9.64, 7.61)
H (10.30, 8.64, 8.42)
H (13.19, 5.42, 9.82)
H (15.30, 4.89, 10.46)
H (16.42, 6.15, 12.37)
H (15.48, 8.43, 12.90)
H (7.39, 9.92, 15.03)
H (7.38, 7.62, 16.25)
H (9.14, 5.94, 15.52)
H (11.05, 6.77, 14.25)
C (7.02, 17.33, 12.70)
C (7.97, 16.39, 13.43)
P (9.41, 17.25, 14.25)
C (8.47, 18.18, 15.42)
C (7.52, 17.52, 16.21)
C (6.89, 18.25, 17.20)
C (7.17, 19.63, 17.28)
C (8.09, 20.28, 16.49)
C (8.75, 19.52, 15.57)
C (10.26, 16.10, 15.40)
C (11.64, 16.39, 15.70)
C (12.44, 15.41, 16.27)
C (11.87, 14.17, 16.60)
C (10.61, 13.82, 16.21)
C (9.84, 14.78, 15.54)
C (6.46, 16.80, 11.39)
P (7.77, 16.90, 10.02)
C (6.80, 16.35, 8.61)
C (6.93, 16.98, 7.34)
C (6.09, 16.65, 6.26)
C (5.14, 15.65, 6.45)
C (5.17, 14.91, 7.61)
C (6.11, 15.15, 8.58)
C (7.98, 18.68, 9.80)
C (7.04, 19.47, 9.19)
C (7.18, 20.86, 9.30)
C (8.27, 21.40, 9.90)
C (9.22, 20.58, 10.45)
C (9.09, 19.23, 10.44)
H (7.41, 18.33, 12.50)
H (6.23, 17.61, 13.42)
H (8.39, 15.74, 12.67)
H (7.51, 15.66, 14.14)
H (7.33, 16.48, 15.91)
H (6.04, 17.80, 17.76)
H (6.78, 20.20, 18.14)
H (8.34, 21.33, 16.59)
H (9.57, 19.92, 14.94)
H (12.03, 17.40, 15.39)
H (13.48, 15.71, 16.37)
H (12.51, 13.48, 17.13)
H (10.25, 12.83, 16.29)
H (8.88, 14.49, 15.19)
H (5.53, 17.32, 11.03)
H (6.15, 15.72, 11.43)
H (7.47, 17.92, 7.24)
H (6.20, 17.05, 5.28)
H (4.37, 15.51, 5.66)
H (4.44, 14.12, 7.77)
H (6.19, 14.36, 9.33)
H (6.27, 18.98, 8.61)
H (6.39, 21.51, 8.86)
H (8.39, 22.50, 9.77)
H (10.06, 20.96, 11.04)
H (9.75, 18.60, 11.01)
O (11.92, 11.95, 14.33)
H (12.34, 12.79, 14.06)
H (10.96, 12.21, 14.36)
N (14.54, 11.70, 18.60)
C (14.30, 10.83, 17.90)
C (14.17, 9.68, 17.09)
C (13.94, 8.33, 17.50)
C (13.59, 7.40, 16.50)
C (13.41, 7.88, 15.20)
N (13.62, 9.18, 14.82)
C (14.03, 10.02, 15.74)
H (14.00, 7.99, 18.54)
H (13.37, 6.37, 16.71)
H (13.09, 7.16, 14.41)
H (14.15, 11.08, 15.50)
C (15.87, 12.58, 9.22)
N (15.16, 11.95, 10.34)
C (16.05, 11.14, 11.26)
C (13.88, 12.08, 10.57)
C (13.05, 13.08, 9.82)
O (13.30, 11.39, 11.52)
H (16.96, 12.64, 9.42)
H (15.53, 13.65, 8.98)
H (15.71, 11.95, 8.36)
H (15.44, 10.33, 11.59)
H (16.54, 11.71, 12.06)
H (16.89, 10.74, 10.67)
H (12.04, 13.14, 10.26)
H (12.95, 12.70, 8.81)
H (13.56, 14.05, 9.76)

The LUMO energy comes out at -0.134 Eh. The calculation puts the total energy at -3532.81120 Ha. As for the charge: +1. The value obtained for the energy relative to the best compared isomer or geometry (same formula, charge and spin) is 1.907 eV. The orbital gap is 5.4 eV. The calculation puts the molecular weight at 1026.9 g mol⁻¹.

Atomic partial charges in e from the Mulliken method, atoms 1 to 99:
1. Y 1.29
2. O -0.51
3. C -0.08
4. N 0.33
5. C 0.30
6. C -0.82
7. C -0.43
8. C -0.60
9. C -1.13
10. C -0.08
11. N 0.97
12. C 0.09
13. O -0.76
14. C 0.37
15. C -0.68
16. C -0.47
17. C -1.06
18. C -0.14
19. N 0.60
20. C 0.75
21. C -1.00
22. C -0.41
23. C -0.87
24. C -0.23
25. N 0.28
26. H 0.56
27. H 0.45
28. H 0.32
29. H 0.44
30. H 0.46
31. H 0.45
32. H 0.41
33. H 0.44
34. H 0.47
35. H 0.42
36. H 0.39
37. H 0.53
38. C -0.95
39. C -0.81
40. P -0.34
41. C 0.41
42. C 0.04
43. C -0.84
44. C -0.41
45. C -0.52
46. C -0.14
47. C 0.45
48. C -0.35
49. C -0.82
50. C -0.25
51. C -1.54
52. C 0.21
53. C -1.14
54. P 0.12
55. C 0.79
56. C -0.77
57. C -0.57
58. C -0.41
59. C -0.49
60. C -0.51
61. C 0.50
62. C -0.57
63. C -0.54
64. C -0.55
65. C -0.38
66. C -0.44
67. H 0.37
68. H 0.46
69. H 0.66
70. H 0.44
71. H 0.29
72. H 0.31
73. H 0.32
74. H 0.41
75. H 0.25
76. H 0.32
77. H 0.42
78. H 0.58
79. H 0.84
80. H 0.35
81. H 0.51
82. H 0.50
83. H 0.56
84. H 0.44
85. H 0.32
86. H 0.37
87. H 0.25
88. H 0.52
89. H 0.34
90. H 0.32
91. H 0.35
92. H 0.36
93. O 0.06
94. H 0.22
95. H -0.23
96. N -0.44
97. C 0.05
98. C 0.31
99. C -0.46

Entry 2:
Molecular formula: C51H28I4N5O2OsS2
Method: DFT, wB97M-V/def2-TZVPD

CARTESIAN COORDINATES (ANGSTROEM)
Os (-0.01, 0.03, -0.70)
I (6.74, -6.98, -0.27)
C (5.27, -5.48, -0.24)
C (5.08, -4.73, 0.91)
C (4.12, -3.72, 0.91)
C (3.35, -3.48, -0.22)
C (3.54, -4.26, -1.36)
C (4.51, -5.25, -1.38)
C (2.33, -2.40, -0.26)
C (2.79, -1.08, -0.37)
C (4.15, -0.65, -0.28)
C (4.13, 0.72, -0.29)
C (2.77, 1.12, -0.44)
C (2.32, 2.45, -0.68)
C (2.97, 3.53, 0.06)
C (2.96, 4.88, -0.32)
C (3.46, 5.86, 0.50)
C (3.98, 5.53, 1.74)
I (4.74, 7.02, 3.00)
C (3.99, 4.20, 2.16)
C (3.50, 3.22, 1.33)
C (1.23, 2.65, -1.59)
N (0.24, 1.73, -1.74)
C (-0.62, 2.19, -2.71)
C (-1.88, 1.65, -3.01)
C (-2.56, 2.16, -4.23)
C (-3.40, 3.27, -4.23)
C (-3.95, 3.74, -5.41)
C (-3.65, 3.09, -6.60)
I (-4.44, 3.83, -8.41)
C (-2.83, 1.98, -6.62)
C (-2.29, 1.51, -5.43)
C (-2.50, 0.63, -2.29)
C (-3.88, 0.26, -2.36)
C (-4.09, -0.70, -1.43)
C (-2.82, -0.98, -0.83)
N (-1.89, -0.12, -1.32)
C (-2.52, -2.12, -0.06)
C (-1.22, -2.65, 0.01)
C (-0.83, -3.95, 0.44)
C (0.52, -4.05, 0.30)
C (0.99, -2.78, -0.17)
N (-0.08, -1.95, -0.36)
C (-3.60, -2.73, 0.73)
C (-4.19, -1.90, 1.69)
C (-5.05, -2.42, 2.64)
C (-5.37, -3.76, 2.60)
I (-6.62, -4.56, 4.08)
C (-4.88, -4.58, 1.59)
C (-3.99, -4.06, 0.67)
C (-0.10, 3.41, -3.23)
C (1.01, 3.72, -2.51)
N (1.98, 0.02, -0.50)
H (5.66, -4.92, 1.79)
H (3.96, -3.13, 1.81)
H (2.95, -4.07, -2.25)
H (4.66, -5.83, -2.27)
H (5.01, -1.29, -0.24)
H (4.97, 1.39, -0.25)
H (2.58, 5.17, -1.29)
H (3.46, 6.89, 0.17)
H (4.38, 3.94, 3.14)
H (3.48, 2.20, 1.69)
H (-3.62, 3.77, -3.29)
H (-4.59, 4.61, -5.40)
H (-2.60, 1.48, -7.55)
H (-1.64, 0.64, -5.44)
H (-4.60, 0.69, -3.05)
H (-5.01, -1.22, -1.20)
H (-1.50, -4.70, 0.83)
H (1.15, -4.88, 0.55)
H (-3.91, -0.85, 1.73)
H (-5.46, -1.78, 3.41)
H (-5.19, -5.62, 1.53)
H (-3.60, -4.70, -0.11)
H (-0.54, 3.99, -4.03)
H (1.65, 4.57, -2.67)
O (-1.10, -2.23, 3.20)
S (-0.06, -1.26, 3.04)
O (1.29, -1.74, 2.88)
N (-0.38, -0.18, 1.78)
C (-0.45, 1.04, 2.24)
S (-0.62, 2.30, 1.15)
C (-0.38, 1.19, 3.70)
C (-0.52, 2.34, 4.46)
C (-0.49, 2.21, 5.84)
C (-0.33, 0.97, 6.45)
C (-0.17, -0.18, 5.69)
C (-0.19, -0.03, 4.32)
H (-0.67, 3.30, 3.99)
H (-0.60, 3.10, 6.46)
H (-0.34, 0.90, 7.53)
H (-0.05, -1.15, 6.14)

The LUMO energy (alpha / beta) comes out at -0.189 / -0.187 Eh. The calculation puts the total energy at -4462.12342 Ha. As for the charge: +1. The orbital gap (alpha / beta) is 4.9 / 4.9 eV. The calculation puts the molecular weight at 1504.8 g mol⁻¹.

Population analysis type Mulliken, resulting atomic charges in e:
1. Os 0.79
2. I 0.12
3. C -0.09
4. C -0.72
5. C 0.16
6. C -0.75
7. C 0.09
8. C -0.75
9. C 0.91
10. C 0.24
11. C -1.22
12. C -1.10
13. C -0.28
14. C 0.96
15. C 0.48
16. C -0.23
17. C -1.00
18. C -0.06
19. I 0.13
20. C -0.90
21. C -0.32
22. C 0.70
23. N 0.06
24. C 0.18
25. C 1.31
26. C -0.74
27. C 0.16
28. C -0.65
29. C -0.07
30. I 0.12
31. C -0.76
32. C 0.04
33. C 0.27
34. C -1.51
35. C -1.30
36. C 0.11
37. N -0.09
38. C 1.71
39. C 0.37
40. C -1.30
41. C -1.41
42. C 0.48
43. N -0.10
44. C -0.18
45. C -0.39
46. C -0.76
47. C -0.17
48. I 0.12
49. C -0.78
50. C -0.17
51. C -1.16
52. C -1.43
53. N 0.06
54. H 0.41
55. H 0.60
56. H 0.52
57. H 0.40
58. H 0.59
59. H 0.69
60. H 0.12
61. H 0.41
62. H 0.41
63. H 0.52
64. H 0.51
65. H 0.42
66. H 0.40
67. H 0.54
68. H 0.56
69. H 0.61
70. H 0.63
71. H 0.60
72. H 0.51
73. H 0.41
74. H 0.42
75. H 0.64
76. H 0.55
77. H 0.73
78. O -0.58
79. S 1.03
80. O -0.61
81. N -0.27
82. C 0.97
83. S -0.32
84. C -0.10
85. C -0.78
86. C -0.62
87. C -0.61
88. C -0.66
89. C 0.28
90. H 0.48
91. H 0.43
92. H 0.43
93. H 0.52

Entry 3:
Molecular formula: C19H42O8
Method: DFT, wB97M-V/def2-TZVPD

CARTESIAN COORDINATES (ANGSTROEM)
C (3.14, 0.52, 0.78)
C (2.23, 0.05, -0.36)
C (1.81, 1.17, -1.34)
C (0.35, 1.66, -1.26)
C (-0.30, 1.65, 0.13)
C (-1.48, 0.72, 0.36)
O (-2.19, 0.81, 1.32)
O (-1.75, -0.18, -0.63)
C (-1.34, -1.53, -0.41)
H (2.58, 0.76, 1.68)
H (3.70, 1.42, 0.50)
H (3.87, -0.25, 1.05)
H (2.73, -0.75, -0.92)
H (1.34, -0.41, 0.07)
H (1.99, 0.83, -2.37)
H (2.47, 2.03, -1.19)
H (0.33, 2.69, -1.63)
H (-0.28, 1.09, -1.94)
H (-0.69, 2.64, 0.40)
H (0.43, 1.42, 0.92)
H (-1.27, -1.75, 0.66)
H (-2.11, -2.17, -0.84)
H (-0.39, -1.74, -0.90)
C (-0.13, -5.94, -6.65)
O (-1.13, -5.43, -5.79)
C (-1.07, -5.96, -4.49)
C (-1.73, -5.04, -3.49)
O (-0.98, -3.88, -3.17)
C (-0.96, -2.83, -4.12)
C (-2.20, -1.96, -4.12)
O (-3.30, -2.64, -4.69)
C (-4.54, -2.21, -4.19)
H (-0.27, -7.01, -6.85)
H (-0.20, -5.39, -7.59)
H (0.87, -5.79, -6.22)
H (-0.02, -6.12, -4.19)
H (-1.58, -6.93, -4.45)
H (-1.81, -5.59, -2.55)
H (-2.74, -4.78, -3.82)
H (-0.75, -3.20, -5.13)
H (-0.13, -2.18, -3.81)
H (-1.98, -1.05, -4.69)
H (-2.43, -1.66, -3.09)
H (-4.58, -2.27, -3.10)
H (-5.31, -2.86, -4.61)
H (-4.76, -1.17, -4.48)
C (2.79, 6.47, 4.33)
O (2.52, 5.10, 4.52)
C (2.60, 4.71, 5.88)
C (1.79, 3.47, 6.13)
O (0.39, 3.69, 6.17)
C (-0.28, 3.78, 4.92)
C (-0.62, 2.43, 4.32)
O (0.54, 1.79, 3.83)
C (0.43, 0.39, 3.81)
H (3.84, 6.72, 4.55)
H (2.60, 6.69, 3.28)
H (2.15, 7.10, 4.95)
H (2.24, 5.52, 6.53)
H (3.65, 4.50, 6.15)
H (2.04, 3.12, 7.14)
H (2.05, 2.68, 5.42)
H (0.29, 4.38, 4.20)
H (-1.22, 4.28, 5.13)
H (-1.33, 2.59, 3.49)
H (-1.11, 1.81, 5.07)
H (0.16, -0.02, 4.79)
H (1.40, -0.01, 3.52)
H (-0.32, 0.06, 3.08)

The LUMO energy comes out at 0.029 Eh. The calculation puts the total energy at -1350.91575 Ha. As for the structure (SMILES): CCCCCC(=O)OC.COCCOCCOC.COCCOCCOC. The orbital gap is 9.9 eV. The calculation puts the molecular weight at 398.5 g mol⁻¹.

Population analysis type natural (NBO), resulting atomic charges in e:
1. C -0.61
2. C -0.41
3. C -0.40
4. C -0.41
5. C -0.55
6. C 0.83
7. O -0.56
8. O -0.57
9. C -0.26
10. H 0.21
11. H 0.20
12. H 0.21
13. H 0.21
14. H 0.19
15. H 0.21
16. H 0.20
17. H 0.21
18. H 0.22
19. H 0.25
20. H 0.25
21. H 0.19
22. H 0.20
23. H 0.18
24. C -0.25
25. O -0.55
26. C -0.09
27. C -0.09
28. O -0.55
29. C -0.09
30. C -0.09
31. O -0.55
32. C -0.25
33. H 0.17
34. H 0.19
35. H 0.16
36. H 0.17
37. H 0.17
38. H 0.19
39. H 0.20
40. H 0.20
41. H 0.18
42. H 0.17
43. H 0.17
44. H 0.17
45. H 0.19
46. H 0.17
47. C -0.24
48. O -0.55
49. C -0.09
50. C -0.09
51. O -0.54
52. C -0.09
53. C -0.09
54. O -0.56
55. C -0.25
56. H 0.16
57. H 0.19
58. H 0.17
59. H 0.17
60. H 0.17
61. H 0.19
62. H 0.20
63. H 0.20
64. H 0.19
65. H 0.18
66. H 0.17
67. H 0.17
68. H 0.19
69. H 0.17

Entry 4:
Molecular formula: C7H5ClO
Method: DFT, wB97M-V/def2-TZVPD

CARTESIAN COORDINATES (ANGSTROEM)
C (0.39, -1.55, 0.19)
C (1.47, -0.76, 0.47)
C (-0.61, -0.71, -0.31)
C (-1.93, -0.16, -0.14)
C (-1.40, 1.15, -0.06)
C (1.24, 0.63, 0.08)
C (-0.05, 0.60, -0.69)
O (-1.67, 2.19, 0.51)
Cl (-3.39, -0.89, 0.13)
H (0.10, -2.47, 0.67)
H (2.47, -0.97, 0.72)
H (1.16, 1.43, 0.80)
H (2.03, 0.88, -0.65)
H (0.18, 0.64, -1.71)

The LUMO energy (alpha / beta) comes out at -0.023 / -0.023 Eh. The calculation puts the total energy at -805.04745 Ha. The value obtained for the energy relative to the best compared isomer or geometry (same formula, charge and spin) is 0.545 eV. The orbital gap (alpha / beta) is 8.0 / 8.0 eV. The calculation puts the molecular weight at 140.6 g mol⁻¹.

Population analysis type natural (NBO), resulting atomic charges in e:
1. C -0.29
2. C -0.04
3. C 0.12
4. C -0.21
5. C 0.53
6. C -0.49
7. C -0.32
8. O -0.55
9. Cl 0.08
10. H 0.24
11. H 0.22
12. H 0.26
13. H 0.22
14. H 0.22

Entry 5:
Molecular formula: C3H12FO3Pd
Method: DFT, wB97M-V/def2-TZVPD

CARTESIAN COORDINATES (ANGSTROEM)
Pd (0.39, -1.21, 3.64)
F (0.02, -0.16, 1.73)
C (-0.41, 2.97, 0.85)
O (-1.39, 2.07, 1.27)
H (-0.14, 2.79, -0.20)
H (-0.78, 3.98, 1.00)
H (0.51, 2.79, 1.41)
H (-0.94, 1.22, 1.40)
C (-1.59, -1.15, -1.37)
O (-2.04, -0.69, -0.13)
H (-1.29, -2.20, -1.39)
H (-2.31, -1.03, -2.17)
H (-0.69, -0.55, -1.59)
H (-1.29, -0.67, 0.49)
C (2.15, -1.62, -1.03)
O (1.69, -0.31, -0.67)
H (1.36, -2.28, -1.39)
H (2.92, -1.50, -1.78)
H (2.67, -2.07, -0.19)
H (1.17, -0.37, 0.14)

The LUMO energy (alpha / beta) comes out at -0.197 / -0.328 Eh. The calculation puts the total energy at -574.49981 Ha. As for the charge: +1. As for the spin multiplicity: 3. The value obtained for the energy relative to the best compared isomer or geometry (same formula, charge and spin) is 0.000 eV. The orbital gap (alpha / beta) is 8.0 / 4.2 eV. The calculation puts the molecular weight at 221.5 g mol⁻¹.

Population analysis type natural (NBO), resulting atomic charges in e:
1. Pd 0.92
2. F -0.86
3. C -0.30
4. O -0.35
5. H 0.27
6. H 0.23
7. H 0.23
8. H 0.52
9. C -0.28
10. O -0.53
11. H 0.21
12. H 0.21
13. H 0.22
14. H 0.50
15. C -0.25
16. O -0.74
17. H 0.16
18. H 0.20
19. H 0.16
20. H 0.48

Entry 6:
Molecular formula: H4NP3
Method: DFT, wB97M-V/def2-TZVPD

CARTESIAN COORDINATES (ANGSTROEM)
H (0.97, 2.03, -2.24)
P (1.70, 1.45, -1.17)
N (0.69, 0.30, -0.78)
P (0.65, -0.63, 0.70)
P (-1.53, -0.65, 0.90)
H (0.86, 0.45, 1.72)
H (-1.68, -1.98, 1.28)
H (-1.66, -0.98, -0.40)

The LUMO energy comes out at -0.032 Eh. The calculation puts the total energy at -1081.13751 Ha. As for the structure (SMILES): [H]/P=N/[PH]#[PH2]. The value obtained for the energy relative to the best compared isomer or geometry (same formula, charge and spin) is 0.404 eV. The orbital gap is 7.5 eV. The calculation puts the molecular weight at 111.0 g mol⁻¹.

Population analysis type natural (NBO), resulting atomic charges in e:
1. H -0.10
2. P 0.82
3. N -1.18
4. P 0.50
5. P 0.02
6. H -0.04
7. H -0.01
8. H 0.00